Density functional theory data (ωB97M-V with the def2-TZVPD basis set) for a molecular structure, C30H28ClN7O5RuS at a distorted geometry.

Geometry as XYZ:
```
73
C30H28ClN7O5RuS (ωB97M-V with the def2-TZVPD basis set)
Ru 0.0263 -0.0853 -0.0413
S 5.0828 0.6214 5.3429
N 5.2642 0.6882 3.7490
C 4.0601 0.5163 3.2287
C 3.7497 0.4753 1.8030
C 4.6829 0.6570 0.7773
C 4.2559 0.5555 -0.5231
C 2.9168 0.2582 -0.7772
N 2.0304 0.0879 0.1997
C 2.4381 0.2220 1.4619
C 1.3750 0.0953 2.4627
N 0.1234 -0.0629 1.9916
C -0.8832 -0.1711 2.8493
C -0.6830 -0.1466 4.2295
C 0.5901 0.0054 4.7161
C 1.6503 0.1383 3.8119
C 3.0467 0.3362 4.2010
N 3.4983 0.3748 5.4421
H 5.7170 0.8670 1.0226
H 4.9378 0.7057 -1.3486
H 2.5456 0.1442 -1.7850
H -1.8703 -0.2832 2.4213
H -1.5318 -0.2388 4.8935
H 0.7944 0.0249 5.7799
O -3.7453 1.4931 0.0168
C -2.6617 1.0739 -0.1447
O -2.0471 0.0078 -0.3621
C -1.2973 2.5253 -0.0511
O -1.7916 3.5796 0.0849
O -0.1792 1.9789 -0.1775
C -0.4757 -7.3815 4.3711
C -0.0003 -7.1339 2.9333
C -1.0262 -7.7685 1.9801
C 1.3299 -7.8682 2.7286
C 0.1150 -5.5968 2.6539
O -1.1833 -5.0344 2.4338
C 0.7057 -4.7513 3.8016
C 2.0965 -4.9925 4.4032
C 3.2453 -4.6380 3.4852
C 3.4302 -3.3089 3.1064
C 4.4226 -2.9418 2.2108
C 5.2674 -3.9113 1.6985
Cl 6.4849 -3.4584 0.5472
C 5.1557 -5.2264 2.1115
C 4.1472 -5.5787 3.0039
C 0.8654 -5.3794 1.3181
N 0.4241 -4.1861 0.6035
C 0.7486 -2.9250 0.8245
N 0.0850 -2.1466 -0.0099
C -0.6532 -3.0236 -0.7553
N -0.4680 -4.2742 -0.4114
H -0.6576 -8.4479 4.5125
H -1.4148 -6.8640 4.5953
H 0.2627 -7.0745 5.1130
H -1.1031 -8.8335 2.2073
H -0.7352 -7.6766 0.9316
H -2.0206 -7.3358 2.0799
H 1.1705 -8.9353 2.8947
H 2.0966 -7.5440 3.4301
H 1.7228 -7.7562 1.7156
H -1.7928 -5.3897 3.0893
H -0.0163 -4.8386 4.6167
H 0.6483 -3.7076 3.4715
H 2.1966 -6.0148 4.7640
H 2.1616 -4.3548 5.2885
H 2.7963 -2.5391 3.5438
H 4.5567 -1.9080 1.9111
H 5.8533 -5.9687 1.7459
H 4.0728 -6.6105 3.3261
H 0.6503 -6.1965 0.6392
H 1.9388 -5.3098 1.4759
H 1.4592 -2.6028 1.5692
H -1.3275 -2.7192 -1.5385
```

Summary:
- HOMO level (spin up / spin down) (eV) = -10.96 / -11.43
- expectation value of S² = 0.755
- M (g mol⁻¹) = 735.188
- multiplicity = 2
- LUMO (spin up / spin down) (eV) = -3.80 / -4.25
- total charge = +1

=====

Density functional theory data (ωB97M-V with the def2-TZVPD basis set) for a molecular structure, C30H28FGdN8O3SSi at a distorted geometry.

Geometry as XYZ:
```
73
C30H28FGdN8O3SSi (ωB97M-V with the def2-TZVPD basis set)
Gd -0.1439 0.1782 -0.0502
N 0.2013 -4.3420 2.6293
C 0.1856 -3.0464 2.1947
S -1.4174 -2.3073 2.3148
N 1.2998 -2.5721 1.7717
N 1.4292 -1.2847 1.2798
C 2.6787 -0.9718 1.1959
C 3.2320 0.2575 0.6793
C 4.5935 0.2798 0.3412
C 5.1864 1.3968 -0.1973
C 4.4149 2.5459 -0.3853
C 3.0903 2.5713 -0.0170
C 2.4520 1.4361 0.5292
O 1.2064 1.4776 0.9191
H -0.5849 -4.6524 3.1693
H 1.1009 -4.7505 2.8279
H 3.3969 -1.7213 1.5283
H 5.1798 -0.6187 0.4996
H 6.2319 1.3908 -0.4730
H 4.8664 3.4319 -0.8148
H 2.4968 3.4715 -0.1357
O -1.1987 -2.6638 -7.7299
N -1.7388 -1.8805 -6.9342
O -2.7413 -1.2043 -7.2343
C -1.1944 -1.7921 -5.6223
C -0.0776 -2.5721 -5.3484
C 0.6047 -2.4698 -4.1317
C 1.7727 -3.2294 -3.8772
C 2.4586 -3.0217 -2.7159
C 1.9790 -2.0680 -1.8087
N 0.8683 -1.3658 -1.9903
C 0.1692 -1.5612 -3.1312
C -1.0589 -0.8201 -3.3618
N -1.5147 -0.0459 -2.3604
C -2.6319 0.6549 -2.5363
C -3.3521 0.6292 -3.7167
C -2.9100 -0.1589 -4.7569
C -1.7351 -0.9228 -4.6100
H 0.2991 -3.2462 -6.1008
H 2.1106 -3.9446 -4.6162
H 3.3615 -3.5713 -2.4881
H 2.5374 -1.8823 -0.9065
H -2.9668 1.2512 -1.6952
H -4.2542 1.2180 -3.8182
H -3.4578 -0.2013 -5.6811
C -4.1366 2.9136 1.0334
Si -2.2883 2.6444 1.3234
C -2.0830 1.0699 2.3581
C -1.6053 4.1168 2.2833
N -1.3831 2.2487 -0.1171
C -0.9497 3.1249 -1.0249
C -1.4907 4.4297 -1.2146
C -1.0296 5.2703 -2.1952
C 0.0099 4.8787 -3.0441
C 0.5871 3.6202 -2.8940
C 0.1058 2.7975 -1.9198
F 0.6916 1.5701 -1.8116
H -4.6360 3.0578 1.9928
H -4.5916 2.0499 0.5445
H -4.3381 3.7946 0.4197
H -2.4246 1.2325 3.3809
H -1.0301 0.7669 2.4311
H -2.6752 0.2455 1.9557
H -2.0856 4.2004 3.2582
H -1.7730 5.0532 1.7463
H -0.5301 4.0048 2.4399
H -2.3054 4.7392 -0.5721
H -1.4811 6.2459 -2.3139
H 0.3638 5.5425 -3.8198
H 1.4009 3.2810 -3.5203
N -2.1052 -2.6146 -0.3832
C -1.5192 -1.7999 0.3221
H -2.5362 -3.4654 -0.0380
```

Summary:
- HOMO level (spin up / spin down) (eV) = -4.93 / -7.07
- expectation value of S² = 15.867
- relative energy (zero: lowest compared OMol25 entry of this formula, charge and spin) (eV) = 2.650
- M (g mol⁻¹) = 785.008
- multiplicity = 8
- LUMO (spin up / spin down) (eV) = -1.75 / -2.76

=====

Density functional theory data (ωB97M-V with the def2-TZVPD basis set) for 2 unconnected molecules or ions with the total composition C30H28FNO11S2 at a distorted geometry.

Geometry as XYZ:
```
73
C30H28FNO11S2 (ωB97M-V with the def2-TZVPD basis set)
C -4.9465 0.9924 -1.0825
C -4.7483 0.2641 -2.3893
C -3.2363 -0.0794 -2.9975
C -2.0712 0.6053 -2.0153
C -1.4101 2.0073 -2.5809
C -0.2018 2.7717 -1.7298
C 0.2335 2.0753 -0.3107
C -0.4468 0.6717 0.2940
C 0.1118 0.1899 1.7569
O 0.3848 -1.2486 1.8855
C 1.5330 -1.5169 2.7817
C 2.8480 -2.3389 2.1551
C 4.2019 -2.6821 3.0295
C 5.5181 -3.5022 2.4868
C 4.2357 -2.1567 4.5863
C 2.9322 -1.3622 5.2411
C 1.5582 -1.0324 4.3823
C 0.3073 -0.2647 5.1160
C 0.4993 -0.0043 6.7236
C -1.1629 -0.9580 4.8836
C -1.6406 -0.1163 -0.5735
S -2.3848 -1.6924 0.1071
C -2.8792 -1.4985 1.9432
O -1.3252 -2.8524 -0.0485
O -3.6605 -2.1899 -0.6116
C 0.4746 4.1512 -2.3536
O 0.9167 5.1845 -1.5872
C 0.6059 4.1742 -4.0200
C 1.8792 4.8861 -4.8190
C 1.8337 4.8063 -6.4676
C 0.5759 4.0935 -7.3085
F 0.6125 4.1121 -8.8000
C -0.7177 3.3941 -6.5112
C -1.9330 2.7332 -7.3950
O -1.7787 1.2699 -7.3838
N -0.5250 1.0485 -7.8332
O -0.4141 -0.1754 -7.9622
C -0.6365 3.4425 -4.8650
C -1.8638 2.7588 -3.9896
O -3.1546 2.8366 -4.3599
H -5.7697 0.6248 -0.3081
H -4.2815 1.8994 -0.7233
H -5.6831 -0.1159 -2.9819
H -2.9950 -1.2480 -2.9673
H -3.1192 0.2322 -4.1270
H 1.0837 2.6052 0.3268
H 1.1555 0.7415 1.9346
H -0.6068 0.6257 2.5936
H 2.7652 -2.6957 1.0188
H 5.8784 -4.2733 3.3233
H 6.3869 -2.7187 2.3772
H 5.2727 -4.0480 1.4804
H 5.1934 -2.3350 5.2762
H 3.0699 -1.0332 6.3781
H 0.2422 0.8156 4.6115
H 0.9466 -0.9906 7.1822
H 1.2593 0.8836 6.8813
H -0.5242 0.2545 7.2777
H -1.8124 -0.2309 4.1988
H -1.1316 -2.0623 4.4871
H -1.7363 -0.9878 5.9242
H -4.0353 -1.7808 2.0395
H -2.1966 -2.2525 2.5214
H -2.7271 -0.3727 2.2233
H 2.7217 5.3923 -4.1825
H 2.7318 5.2723 -7.0875
H -1.9622 3.1512 -8.5128
H -3.0186 2.9769 -6.9619
O 2.6192 -6.9528 4.9645
S 2.5534 -6.2255 3.6838
O 1.8513 -4.9444 3.8815
O 1.8234 -7.0382 2.6940
O 3.9202 -5.9666 3.1952
```

Summary:
- HOMO level (eV) = -0.56
- M (g mol⁻¹) = 661.682
- LUMO (eV) = 0.71
- total charge = -2